{
  "formula": "C61H142F8N12O27S8",
  "method": "ωB97M-V/def2-TZVPD",
  "lumo_ev": -7.973,
  "total_energy_ev": -247097.64586,
  "homo_lumo_gap_ev": 7.547,
  "total_charge": 4,
  "max_force_ha_per_bohr": 0.144,
  "symbols": ["C", "C", "C", "C", "C", "C", "N", "O", "C", "C", "C", "H", "H", "H", "H", "H", "H", "H", "H", "H", "H", "H", "H", "H", "H", "H", "H", "H", "H", "C", "C", "C", "C", "C", "C", "N", "O", "C", "C", "C", "H", "H", "H", "H", "H", "H", "H", "H", "H", "H", "H", "H", "H", "H", "H", "H", "H", "H", "C", "C", "C", "C", "C", "C", "N", "O", "C", "C", "C", "H", "H", "H", "H", "H", "H", "H", "H", "H", "H", "H", "H", "H", "H", "H", "H", "H", "H", "C", "O", "C", "C", "N", "H", "H", "C", "C", "O", "C", "H", "H", "H", "H", "H", "H", "H", "H", "H", "H", "H", "H", "H", "H", "C", "O", "C", "C", "N", "H", "H", "C", "C", "O", "C", "H", "H", "H", "H", "H", "H", "H", "H", "H", "H", "H", "H", "H", "H", "C", "O", "C", "C", "N", "H", "H", "C", "C", "O", "C", "H", "H", "H", "H", "H", "H", "H", "H", "H", "H", "H", "H", "H", "H", "C", "C", "N", "C", "C", "C", "C", "C", "O", "C", "H", "H", "H", "H", "H", "H", "H", "H", "H", "H", "H", "H", "H", "H", "H", "H", "H", "H", "H", "H", "C", "C", "N", "C", "C", "C", "C", "C", "O", "C", "H", "H", "H", "H", "H", "H", "H", "H", "H", "H", "H", "H", "H", "H", "H", "H", "H", "H", "H", "H", "N", "S", "O", "O", "F", "S", "O", "O", "F", "N", "S", "O", "O", "F", "S", "O", "O", "F", "N", "S", "O", "O", "F", "S", "O", "O", "F", "N", "S", "O", "O", "F", "S", "O", "O", "F"],
  "positions_angstrom": [[-7.199545, -17.743897, -24.482065], [-6.335816, -16.709482, -25.199059], [-6.658687, -15.303902, -24.688359], [-6.170428, -14.860072, -23.337185], [-4.702613, -15.011368, -23.287583], [-4.221269, -16.459921, -23.467784], [-4.830679, -17.012691, -24.781138], [-4.191870, -17.808255, -25.339292], [-4.814578, -17.397609, -22.338338], [-2.757945, -16.469086, -23.665039], [-6.346882, -16.844113, -26.669525], [-8.140811, -17.534333, -24.967995], [-7.204408, -17.368152, -23.436832], [-6.833386, -18.743543, -24.624088], [-7.729338, -15.189536, -24.925682], [-6.250382, -14.600422, -25.398147], [-6.728421, -15.273029, -22.484545], [-6.529821, -13.822312, -23.252098], [-4.480642, -14.776651, -22.221268], [-4.170704, -14.419233, -24.030269], [-5.573004, -16.867013, -21.788043], [-3.923112, -17.448290, -21.655803], [-5.057767, -18.410764, -22.648377], [-2.375265, -16.129561, -24.638323], [-2.400183, -17.509761, -23.541923], [-2.347156, -15.844414, -22.900798], [-7.439614, -16.872006, -27.009888], [-5.902462, -17.821742, -26.915820], [-5.788188, -16.033858, -27.123518], [-9.605521, -8.126684, -24.831622], [-9.183333, -9.494419, -25.296998], [-7.903228, -9.913166, -24.558839], [-7.527592, -11.383623, -24.681568], [-8.618309, -12.102637, -23.875258], [-10.024481, -11.947077, -24.513656], [-10.285085, -10.473292, -25.023862], [-11.383524, -10.161925, -25.151903], [-11.158081, -12.186740, -23.486547], [-10.155833, -12.784284, -25.739914], [-8.960530, -9.414792, -26.824204], [-10.497276, -7.738905, -25.353172], [-8.848593, -7.428377, -25.186340], [-9.816496, -8.124859, -23.776411], [-8.067948, -9.789870, -23.499517], [-7.152635, -9.243320, -24.869945], [-6.608725, -11.424348, -24.097527], [-7.332947, -11.759458, -25.668034], [-8.753592, -11.660184, -22.859675], [-8.341082, -13.135512, -23.803837], [-12.075408, -12.217994, -24.024897], [-11.193989, -11.440846, -22.711085], [-10.958371, -13.119933, -22.976345], [-11.181126, -12.612341, -26.100558], [-10.070549, -13.851416, -25.420371], [-9.517195, -12.590616, -26.649222], [-8.262342, -8.630939, -27.030223], [-9.858074, -9.060368, -27.268208], [-8.419960, -10.200494, -27.310224], [-7.490166, -24.702552, -21.688728], [-7.758637, -23.993498, -23.037446], [-9.036232, -24.279137, -23.689279], [-10.274831, -23.711632, -22.925033], [-10.170078, -22.256744, -22.996664], [-8.970574, -21.706852, -22.167280], [-7.715378, -22.518741, -22.602649], [-6.731201, -22.022583, -22.474649], [-9.173962, -21.915455, -20.658541], [-8.731028, -20.285497, -22.559912], [-6.546047, -24.265045, -23.953027], [-6.414251, -24.541105, -21.494793], [-7.544814, -25.814073, -21.916074], [-8.000201, -24.276671, -20.840217], [-9.193531, -25.331498, -23.821493], [-9.204050, -23.826004, -24.705087], [-10.332023, -24.005586, -21.902191], [-11.143419, -24.203936, -23.347790], [-11.087343, -21.662597, -22.684568], [-10.185235, -21.901396, -24.026416], [-9.997065, -21.355038, -20.302069], [-8.204001, -21.547878, -20.169264], [-9.384098, -22.910799, -20.325601], [-8.382236, -19.674116, -21.731661], [-9.753806, -19.792888, -22.640058], [-8.140487, -20.093439, -23.462320], [-5.653453, -23.810633, -23.496804], [-6.726810, -23.617705, -24.819132], [-6.544494, -25.335375, -24.067173], [2.114808, -12.352958, -20.136001], [1.676717, -12.225756, -21.507199], [0.225634, -12.178408, -21.796052], [-0.226365, -10.768479, -21.519062], [0.664123, -9.938700, -22.371428], [0.501023, -8.893340, -22.270580], [1.649951, -10.118323, -22.057828], [0.505055, -10.220038, -23.916913], [1.907656, -10.528862, -24.462466], [2.655555, -9.303230, -24.421112], [3.812306, -9.497857, -25.172109], [1.629736, -11.633594, -19.518045], [3.179781, -12.198647, -20.175450], [1.980944, -13.395425, -19.852023], [-0.356890, -12.777128, -21.107029], [0.084831, -12.520364, -22.773436], [-0.270653, -10.500069, -20.500890], [-1.269670, -10.620874, -21.813097], [0.039709, -9.298771, -24.369043], [-0.076541, -11.149278, -24.000483], [1.852893, -10.763206, -25.522755], [2.387625, -11.342121, -23.853827], [4.047196, -8.574709, -25.785139], [3.670698, -10.225387, -26.042746], [4.624809, -9.831574, -24.523429], [-10.229826, -16.690613, -28.280696], [-11.331466, -16.561855, -29.272595], [-12.530230, -16.195388, -28.634611], [-13.291610, -17.515242, -28.142935], [-13.259510, -18.634928, -29.146222], [-13.847296, -18.454518, -29.947388], [-12.327473, -18.401622, -29.635085], [-13.270577, -20.006117, -28.542122], [-11.838101, -20.454526, -28.209486], [-11.096653, -20.186304, -29.380874], [-10.067546, -21.117010, -29.669152], [-9.454252, -17.161543, -28.887082], [-10.510054, -17.369342, -27.401391], [-9.806186, -15.669044, -28.029882], [-13.151797, -15.591712, -29.319352], [-12.419454, -15.560199, -27.701348], [-14.289139, -17.208420, -27.910636], [-12.699528, -17.929303, -27.313468], [-13.777430, -20.744287, -29.193044], [-13.873649, -19.942485, -27.637702], [-11.842626, -21.541194, -28.037438], [-11.326478, -20.006359, -27.360277], [-9.272073, -21.047431, -28.944840], [-9.765422, -20.809865, -30.702190], [-10.533469, -22.103893, -29.726305], [0.800098, -26.228194, -21.115222], [1.411110, -25.298475, -21.996352], [2.615249, -25.815009, -22.495855], [3.008571, -25.115200, -23.755672], [2.791046, -23.645677, -23.511847], [1.733701, -23.563697, -23.350309], [3.247517, -23.371327, -22.615953], [3.119316, -22.463837, -24.408964], [1.900838, -22.196112, -25.303258], [0.782884, -22.384960, -24.470958], [-0.517981, -21.943572, -24.847803], [0.444113, -27.134750, -21.581253], [-0.090533, -25.756020, -20.620889], [1.495865, -26.524421, -20.374839], [2.574403, -26.866215, -22.696258], [3.442244, -25.571794, -21.757335], [2.412179, -25.389639, -24.644912], [3.999954, -25.357190, -24.036545], [4.002738, -22.648390, -25.062019], [3.384202, -21.641898, -23.751503], [1.985389, -22.910366, -26.183881], [2.081638, -21.181538, -25.754995], [-1.269760, -22.457765, -24.254337], [-0.682990, -22.071955, -25.870129], [-0.618837, -20.888216, -24.564645], [-10.774739, -16.499409, -17.607625], [-9.331028, -16.043981, -17.597298], [-9.109278, -14.597871, -17.103811], [-9.843582, -13.673310, -18.025617], [-9.616669, -14.490657, -15.616761], [-9.781985, -13.060215, -15.006987], [-7.577025, -14.277596, -17.185315], [-6.665615, -14.964568, -16.195436], [-6.534915, -16.334107, -16.431618], [-5.472991, -16.843006, -15.655847], [-10.801025, -17.478290, -18.056259], [-11.467948, -15.861014, -18.164708], [-11.123979, -16.638167, -16.580342], [-8.867945, -16.081919, -18.570720], [-8.715770, -16.767703, -16.970320], [-10.919438, -13.925229, -17.821282], [-9.633006, -13.914724, -19.054947], [-9.719226, -12.669540, -17.705888], [-8.879357, -15.014484, -15.093285], [-10.565742, -14.981643, -15.617540], [-8.927303, -12.428403, -15.174233], [-9.981561, -13.103116, -13.930156], [-10.653356, -12.603841, -15.524325], [-7.448634, -13.190155, -17.182552], [-7.337600, -14.592538, -18.198236], [-7.044987, -14.913741, -15.160792], [-5.750618, -14.426459, -16.197871], [-5.552431, -16.555175, -14.561573], [-4.515289, -16.432775, -16.060128], [-5.422866, -17.959144, -15.660437], [-6.322930, -18.779542, -31.349569], [-5.279292, -18.175366, -30.346601], [-3.838338, -18.072221, -30.767194], [-3.238650, -17.134440, -29.779739], [-3.048491, -19.336628, -30.716471], [-3.492702, -20.576911, -31.488175], [-3.787118, -17.389928, -32.108084], [-2.464453, -17.073470, -32.797812], [-1.919274, -18.288268, -33.339730], [-0.695899, -18.077973, -34.036639], [-5.823631, -19.367192, -32.108830], [-6.678569, -17.928209, -31.894537], [-7.042481, -19.320496, -30.773770], [-5.234172, -18.843312, -29.481937], [-5.683576, -17.181386, -30.070412], [-2.157382, -16.978271, -29.946269], [-3.313432, -17.566048, -28.784828], [-3.646718, -16.142254, -29.852503], [-3.197392, -19.571096, -29.676080], [-1.983543, -19.133352, -30.957349], [-2.774365, -21.484040, -31.401572], [-3.734246, -20.546964, -32.542266], [-4.373554, -20.956201, -30.920739], [-4.291680, -16.421782, -32.012720], [-4.261868, -18.055909, -32.798643], [-1.803285, -16.566974, -32.144374], [-2.692124, -16.339701, -33.578267], [0.139564, -17.826399, -33.419931], [-0.857510, -17.249621, -34.741135], [-0.421499, -18.972774, -34.641243], [-4.115748, -12.392260, -20.566064], [-3.866213, -13.684762, -19.745114], [-2.545882, -14.090321, -19.763432], [-4.886221, -14.721282, -20.069586], [-4.216647, -13.242550, -18.232449], [-5.534518, -11.764770, -20.581307], [-6.761079, -12.567954, -20.578404], [-5.603479, -10.719439, -21.545324], [-5.510594, -11.157028, -19.076827], [-10.266529, -17.537948, -22.901148], [-9.956916, -16.384859, -21.918843], [-9.895961, -15.090959, -22.504693], [-8.939700, -16.700380, -20.962085], [-11.161948, -16.413597, -20.983740], [-11.034303, -17.177604, -24.297365], [-11.496931, -18.378275, -24.860701], [-10.375097, -16.225127, -25.165068], [-12.330584, -16.451561, -23.855242], [-3.709768, -13.029923, -26.213981], [-3.543383, -14.104540, -27.215718], [-2.411977, -14.001760, -28.027378], [-4.843717, -14.453990, -27.863133], [-3.143578, -15.325017, -26.292280], [-2.544223, -12.539579, -25.174157], [-2.284383, -11.146852, -25.270536], [-1.495674, -13.552975, -24.957687], [-3.530544, -12.521134, -23.937241], [-5.894362, -22.309986, -26.688944], [-7.295792, -21.475158, -26.560967], [-7.431516, -20.190595, -27.211708], [-7.833332, -21.512240, -25.196579], [-8.305013, -22.310600, -27.434217], [-4.399891, -21.629566, -26.773173], [-3.802502, -21.468745, -25.552809], [-4.211429, -20.493359, -27.541656], [-3.652611, -22.764114, -27.513782]],
  "atomic_forces_ev_per_a": [[0.8, 1.8, 0.7], [1.4, 0.2, 1.1], [-0.8, 0.0, -1.5], [-2.3, 0.5, -0.2], [0.6, -0.7, 1.5], [-2.3, 0.5, -0.7], [-1.0, 0.5, 1.8], [0.2, -0.7, -1.2], [2.6, 0.8, 0.2], [1.4, -1.8, -0.1], [-1.3, -0.9, -1.1], [-0.6, -0.5, 0.2], [-0.5, -1.0, -0.4], [-0.1, -0.5, 0.0], [-0.1, -0.1, 0.7], [0.6, 0.3, -0.4], [0.4, -0.5, -0.2], [0.8, 0.0, 0.0], [0.7, 0.2, -0.9], [-0.3, 0.0, 0.5], [-0.5, -0.2, 0.0], [-0.9, -0.2, -0.3], [-0.2, 0.1, -0.1], [-0.5, 0.0, 0.6], [0.2, 0.5, 0.1], [0.5, 0.3, 0.6], [1.5, 0.2, 0.3], [-0.3, 0.3, -0.2], [-0.2, 0.0, -0.3], [-1.1, 0.6, -1.0], [1.3, 0.2, -0.7], [-1.3, -1.0, -0.3], [-0.3, 1.0, 1.8], [-0.6, 1.3, -0.3], [0.9, 0.4, 1.0], [2.8, -1.4, 0.9], [-2.4, 0.9, -0.6], [1.1, -0.3, -0.7], [-1.0, -1.0, -1.6], [0.4, 0.3, 0.7], [0.1, -0.5, 0.2], [0.3, 0.0, 0.7], [0.3, 0.4, 0.5], [0.1, 0.5, 0.4], [1.0, 0.8, -0.4], [0.2, -0.5, -0.1], [-0.1, -0.2, -0.5], [0.8, -0.5, -0.5], [-0.6, -0.7, 0.3], [-0.9, -0.2, -0.1], [0.1, 0.6, 0.1], [0.0, -0.4, -0.2], [0.1, -0.4, -0.1], [0.0, 0.8, -0.3], [-0.1, 0.0, 1.4], [0.5, 1.0, 0.5], [-0.9, -0.3, -0.8], [-0.5, -1.2, -0.1], [1.4, -1.0, -1.0], [1.8, 0.3, 0.5], [-3.1, 0.6, -0.7], [0.6, -1.7, -0.4], [-1.6, 2.6, 0.2], [-1.4, -1.1, -1.4], [-6.3, -2.9, -0.4], [6.6, 3.3, 0.7], [2.8, 0.5, 0.1], [-1.5, 2.0, 0.8], [-0.9, 2.2, 0.7], [-0.4, 0.0, 0.1], [-0.6, 1.3, 0.8], [-0.6, -0.7, 0.2], [0.3, -0.7, 0.0], [1.0, -0.4, 0.8], [0.3, -0.5, 0.9], [-0.4, 0.5, -0.4], [0.9, -1.0, 0.5], [0.9, -0.1, -0.3], [-0.7, 1.1, 0.1], [-1.5, -0.5, -0.3], [0.1, -0.7, -0.2], [0.8, -0.1, 0.1], [1.2, -0.8, -0.5], [-0.4, -0.4, 0.3], [0.0, -0.9, -0.1], [0.2, -1.0, -0.4], [0.5, -0.2, -0.6], [-0.2, -1.0, -1.6], [-1.1, 0.1, -0.7], [1.6, 0.3, 3.6], [-1.0, -0.4, -2.2], [0.2, 2.5, -0.5], [0.3, -1.6, 0.1], [-0.9, 0.0, -0.5], [0.9, -0.1, 0.7], [-0.4, 1.3, 0.5], [-1.0, -1.0, 0.3], [1.1, 0.5, -2.6], [-0.3, 0.3, 0.8], [0.3, 0.4, 0.1], [-0.4, 0.1, 0.5], [0.1, -0.7, 0.1], [-0.1, -0.5, -1.4], [0.9, 0.4, 1.3], [0.1, 0.0, -0.5], [0.4, -1.3, 0.4], [-0.2, 0.9, -0.2], [-0.4, -0.7, 0.1], [-0.3, 0.5, -0.6], [0.0, -0.6, 1.4], [0.1, 0.4, 1.4], [0.2, 0.1, -0.3], [-0.1, -0.1, -0.9], [0.6, 0.2, 1.7], [-1.0, -0.6, 0.7], [1.4, 1.0, -0.2], [2.3, 1.7, -1.1], [-1.1, -0.4, 0.1], [-0.6, -1.1, 0.9], [-0.2, -0.4, 0.5], [0.1, -0.5, -1.0], [-0.4, 0.6, 0.1], [-0.6, 0.6, -1.5], [0.0, -0.3, 0.3], [0.4, 1.3, -1.1], [-1.0, -1.1, 0.2], [0.3, -0.5, 0.0], [0.2, -0.7, -0.9], [-0.7, -0.4, 0.5], [-0.6, 0.3, 0.1], [0.5, 0.7, 0.0], [0.0, 0.1, 0.0], [-0.3, 0.2, 0.1], [-0.4, 0.4, 0.4], [0.3, -0.1, 0.0], [0.2, -0.5, 1.0], [0.4, -0.2, 0.1], [-1.6, 0.8, 0.6], [-0.4, -0.3, -0.6], [1.2, 1.0, 1.1], [-1.2, 0.7, -1.5], [-0.4, 1.0, 1.4], [1.3, 0.1, 0.0], [-0.5, -0.7, -0.5], [0.4, -0.9, -1.3], [1.0, 0.0, -1.0], [0.3, -0.3, 0.1], [0.3, 1.1, 1.6], [0.0, -0.2, -0.7], [1.0, -0.2, -0.5], [0.7, -0.2, 1.0], [0.0, -0.8, 0.1], [-0.7, -0.7, -0.4], [-0.1, 0.2, 0.6], [1.3, 0.1, 0.0], [-0.5, -0.2, 0.6], [-0.3, 0.1, 0.1], [-0.7, 0.5, 1.0], [-0.7, -0.6, 0.6], [0.2, -0.4, -0.1], [-0.4, -0.3, -1.7], [0.0, 0.0, -0.3], [-0.1, 0.3, 0.4], [0.9, -0.6, 1.0], [0.8, 0.0, 1.1], [-2.0, -1.6, 1.3], [0.0, 1.8, -1.2], [-0.9, -0.7, -1.5], [-1.0, -0.3, -0.7], [-1.7, -0.2, 1.0], [0.1, -0.6, -0.5], [1.2, -0.4, 1.0], [0.0, -0.4, -0.3], [0.2, -0.2, 0.1], [-0.2, 0.1, -0.2], [-0.1, 0.1, -0.5], [-0.7, 1.3, -0.5], [0.9, 0.5, -0.5], [0.4, 0.2, -0.2], [0.5, 0.9, -0.1], [0.6, -1.1, 0.9], [-0.4, -0.4, 0.2], [0.5, 0.2, 0.0], [0.0, -0.2, -0.3], [0.5, 0.0, 0.6], [-0.2, -0.2, 0.3], [0.3, 0.0, -0.1], [0.1, 0.7, -0.1], [1.2, 0.4, -0.3], [-0.1, -0.1, -1.1], [-0.5, -0.4, 0.4], [-0.4, 1.0, -0.4], [2.4, 1.1, 0.0], [-1.3, -1.3, 0.2], [0.3, 2.0, -1.3], [1.8, 0.0, 0.5], [0.9, -1.0, -0.1], [-0.6, -2.0, 1.1], [0.4, 0.4, -0.8], [-0.3, -1.3, -0.3], [-0.1, 0.6, 0.7], [-0.5, -0.1, -1.6], [-0.2, -0.7, 0.1], [-1.0, 0.2, -0.2], [-0.6, -0.3, 0.0], [-0.1, 0.4, 0.2], [0.9, -0.5, 0.1], [-0.4, -0.5, -0.3], [-0.4, 0.1, 0.1], [-0.7, 0.2, 0.1], [0.7, -0.5, 0.5], [-0.8, 0.4, 0.3], [-0.6, 2.0, 0.1], [0.1, 0.6, -0.2], [0.2, 0.1, -0.7], [-0.3, -0.4, 0.1], [-0.8, -0.2, -0.3], [1.1, 0.4, 0.8], [-0.1, -0.2, -0.2], [0.5, 0.2, 0.8], [0.2, -0.1, 0.0], [-0.5, 0.5, 0.6], [0.7, 0.0, -0.4], [-5.7, -2.4, -0.2], [3.3, -0.4, 0.1], [2.0, 1.8, 1.1], [0.4, -0.5, -0.7], [-3.3, 0.2, 0.4], [2.0, 0.2, 0.4], [0.8, 0.6, 0.2], [-0.4, 0.3, -1.1], [-1.0, 0.0, -2.2], [2.1, 0.4, 1.0], [-0.3, 0.7, -0.4], [0.7, -0.6, -0.6], [-2.3, 0.4, 0.7], [1.8, 1.0, 1.0], [-0.2, -1.5, -0.9], [-0.2, -0.7, 0.8], [-0.5, 0.5, 0.4], [0.3, 3.2, 3.1], [-2.8, -1.8, -2.7], [1.7, 0.0, -1.9], [2.9, 0.7, 1.6], [-0.6, -1.4, 0.0], [-1.0, -1.7, -0.6], [1.0, -0.1, -0.5], [-1.9, 2.3, 0.0], [0.7, -0.2, 0.5], [-0.8, 1.5, -0.4], [1.2, 1.2, 0.7], [0.9, -0.6, 0.4], [0.7, -0.7, -1.7], [0.5, -1.0, 0.6], [-3.6, -1.6, -1.3], [1.9, -0.9, 5.3], [-0.6, 2.9, -3.6], [-0.2, -0.6, -0.1]]
}